[1]
{
  "formula": "C40H53Br21NO2P",
  "method": "ωB97M-V with the def2-TZVPD basis set",
  "symbols": ["C", "C", "C", "C", "C", "C", "C", "C", "C", "C", "C", "C", "C", "C", "C", "C", "C", "C", "C", "C", "C", "C", "C", "N", "C", "C", "C", "C", "C", "O", "C", "C", "P", "C", "C", "C", "O", "H", "H", "H", "H", "H", "H", "H", "H", "H", "H", "H", "H", "H", "H", "H", "H", "H", "H", "H", "H", "H", "H", "H", "H", "H", "H", "H", "H", "H", "H", "H", "H", "H", "H", "H", "H", "H", "H", "H", "H", "H", "H", "H", "H", "H", "H", "C", "Br", "Br", "Br", "H", "C", "Br", "Br", "Br", "H", "C", "Br", "Br", "Br", "H", "C", "Br", "Br", "Br", "H", "C", "Br", "Br", "Br", "H", "C", "Br", "Br", "Br", "H", "C", "Br", "Br", "Br", "H"],
  "positions_angstrom": [[8.26, -2.21, 1.37], [7.45, -0.85, 1.57], [8.27, 0.40, 1.06], [7.42, 1.69, 1.42], [7.29, 2.72, 0.24], [6.32, 2.26, -0.91], [4.77, 2.42, -0.54], [4.02, 3.43, -1.48], [2.50, 3.65, -1.08], [1.51, 3.13, -2.22], [0.25, 4.08, -2.35], [-0.81, 3.68, -1.24], [-2.27, 3.42, -1.82], [-3.08, 2.76, -0.67], [-3.80, 3.50, 0.38], [-3.75, 5.07, 0.39], [-3.17, 5.55, 1.76], [-2.13, 4.80, 2.46], [-1.61, 5.23, 3.76], [-2.11, 6.45, 4.39], [-3.14, 7.24, 3.71], [-3.65, 6.77, 2.42], [-4.58, 2.80, 1.43], [-5.32, 3.52, 2.44], [-4.67, 1.32, 1.50], [-5.51, 0.57, 2.59], [-3.95, 0.59, 0.45], [-3.18, 1.29, -0.61], [-2.52, 0.35, -1.67], [-1.43, 0.54, -2.15], [-3.38, -0.91, -2.02], [-4.11, -1.56, -1.06], [-5.22, -3.05, -1.43], [-6.89, -2.24, -1.84], [-5.59, -3.98, 0.18], [-4.01, -0.98, 0.40], [-3.96, -1.68, 1.38], [8.96, -2.12, 0.50], [8.82, -2.50, 2.30], [7.58, -3.08, 1.15], [6.48, -0.91, 1.01], [7.27, -0.76, 2.67], [9.22, 0.42, 1.65], [8.54, 0.33, -0.03], [7.95, 2.23, 2.25], [6.40, 1.40, 1.78], [6.95, 3.70, 0.68], [8.32, 2.92, -0.18], [6.55, 2.84, -1.85], [6.52, 1.18, -1.16], [4.72, 2.74, 0.53], [4.32, 1.40, -0.64], [4.55, 4.42, -1.46], [4.11, 3.05, -2.54], [2.27, 3.10, -0.12], [2.34, 4.74, -0.87], [1.19, 2.10, -1.89], [2.03, 2.99, -3.20], [0.62, 5.12, -2.09], [-0.19, 4.09, -3.38], [-0.90, 4.48, -0.45], [-0.47, 2.73, -0.72], [-2.77, 4.35, -2.16], [-2.19, 2.71, -2.69], [-3.18, 5.44, -0.50], [-4.83, 5.41, 0.36], [-1.71, 3.86, 2.04], [-0.83, 4.61, 4.25], [-1.72, 6.76, 5.38], [-3.57, 8.19, 4.11], [-4.46, 7.32, 1.87], [-6.25, 3.06, 2.44], [-5.50, 4.48, 2.12], [-6.44, 0.18, 2.09], [-4.98, -0.31, 3.01], [-5.87, 1.26, 3.40], [-3.42, -1.29, -3.06], [-7.15, -1.59, -0.96], [-7.65, -3.07, -1.84], [-6.86, -1.67, -2.80], [-6.33, -4.80, 0.01], [-5.99, -3.22, 0.91], [-4.61, -4.35, 0.57], [-0.42, 0.41, 2.90], [-0.99, 0.37, 4.75], [-1.72, 1.28, 1.76], [1.35, 1.19, 2.71], [-0.35, -0.62, 2.57], [-0.80, -4.06, 1.95], [-0.15, -3.44, 3.66], [-0.77, -2.66, 0.62], [0.15, -5.64, 1.35], [-1.84, -4.34, 2.08], [11.63, -4.50, 3.45], [9.79, -5.10, 3.46], [12.85, -5.93, 2.99], [11.86, -2.96, 2.30], [11.86, -4.19, 4.46], [-5.15, -4.12, -5.87], [-5.67, -3.13, -7.45], [-4.63, -2.95, -4.42], [-6.53, -5.36, -5.32], [-4.28, -4.71, -6.14], [0.81, -5.78, -2.52], [-0.24, -4.30, -3.17], [0.06, -7.48, -3.04], [2.67, -5.63, -3.04], [0.79, -5.74, -1.43], [-10.38, -7.34, -5.60], [-9.31, -7.19, -7.20], [-11.33, -9.02, -5.52], [-9.33, -7.04, -4.00], [-11.13, -6.55, -5.64], [5.76, -5.93, 0.91], [6.13, -5.93, 2.81], [4.86, -4.31, 0.35], [7.36, -6.25, -0.13], [5.08, -6.75, 0.72]],
  "orbital_gap_ev": 7.218,
  "energy_ev": -1528099.331
}

=====

[2]
{
  "formula": "C27H21CaClN7O2S",
  "method": "ωB97M-V with the def2-TZVPD basis set",
  "symbols": ["Ca", "C", "C", "N", "C", "C", "C", "C", "C", "C", "C", "N", "C", "C", "C", "C", "C", "C", "C", "C", "N", "C", "H", "H", "H", "H", "H", "H", "H", "H", "H", "H", "H", "H", "N", "C", "S", "N", "N", "C", "C", "C", "C", "C", "C", "N", "H", "H", "H", "H", "H", "H", "H", "Cl", "C", "C", "O", "O", "H", "H"],
  "positions_angstrom": [[0.22, 0.75, -0.31], [-1.51, -2.10, -3.80], [-1.29, -1.09, -2.85], [-0.49, -1.22, -1.82], [0.17, -2.40, -1.64], [0.04, -3.47, -2.55], [-0.84, -3.28, -3.64], [0.77, -4.66, -2.37], [1.63, -4.74, -1.30], [1.76, -3.70, -0.37], [1.04, -2.51, -0.48], [1.11, -1.44, 0.34], [1.65, -1.49, 1.59], [1.63, -2.58, 2.46], [2.14, -2.50, 3.76], [2.70, -1.35, 4.26], [2.73, -0.20, 3.43], [3.25, 1.03, 3.86], [3.24, 2.11, 3.03], [2.68, 1.96, 1.74], [2.18, 0.83, 1.31], [2.20, -0.26, 2.12], [-2.18, -1.93, -4.63], [-1.78, -0.13, -2.96], [-0.97, -4.09, -4.36], [0.67, -5.48, -3.08], [2.22, -5.64, -1.17], [2.47, -3.82, 0.44], [1.18, -3.50, 2.13], [2.09, -3.38, 4.40], [3.09, -1.30, 5.26], [3.65, 1.11, 4.87], [3.63, 3.07, 3.33], [2.62, 2.80, 1.06], [1.88, 3.23, -4.26], [1.21, 2.57, -3.26], [2.15, 1.59, -2.22], [-0.09, 2.84, -3.25], [-0.78, 2.23, -2.27], [-2.03, 2.51, -2.23], [-2.92, 1.90, -1.25], [-4.27, 2.25, -1.20], [-5.09, 1.65, -0.28], [-4.56, 0.70, 0.58], [-3.21, 0.41, 0.48], [-2.41, 0.98, -0.41], [2.79, 2.88, -4.48], [1.30, 3.60, -5.00], [-2.45, 3.22, -2.95], [-4.65, 3.00, -1.89], [-6.14, 1.91, -0.22], [-5.17, 0.20, 1.33], [-2.73, -0.30, 1.14], [-0.89, 1.98, 4.80], [-1.12, 2.84, 3.25], [-0.68, 2.05, 2.02], [-0.73, 0.80, 2.04], [-0.32, 2.76, 1.04], [-0.58, 3.78, 3.30], [-2.19, 3.05, 3.15]],
  "charge": -1,
  "orbital_gap_ev": 6.275,
  "relative_energy_kj_mol": 0.0,
  "energy_ev": -84670.119
}

=====

[3]
{
  "formula": "C4H7ClO2",
  "method": "ωB97M-V with the def2-TZVPD basis set",
  "symbols": ["C", "C", "C", "C", "O", "O", "Cl", "H", "H", "H", "H", "H", "H", "H"],
  "positions_angstrom": [[4.04, 0.54, 0.62], [-0.18, 0.21, -1.43], [-0.90, -0.42, 0.94], [0.14, -0.52, -0.15], [3.66, 1.53, 0.10], [1.14, -1.18, -0.02], [5.14, -0.57, -0.13], [3.76, 0.19, 1.62], [0.67, 0.83, -1.70], [-1.07, 0.83, -1.35], [-0.31, -0.52, -2.22], [-1.67, -1.16, 0.74], [-0.46, -0.64, 1.91], [-1.37, 0.56, 0.95]],
  "orbital_gap_ev": 10.611,
  "smiles": "CC(C)=O.O=CCl",
  "relative_energy_kj_mol": 0.0,
  "energy_ev": -20878.584
}

=====

[4]
{
  "formula": "C12H26IrNO4P2",
  "method": "ωB97M-V with the def2-TZVPD basis set",
  "symbols": ["C", "C", "N", "C", "C", "C", "C", "P", "Ir", "P", "C", "O", "O", "H", "H", "H", "C", "C", "H", "H", "H", "H", "C", "C", "H", "H", "H", "H", "H", "H", "H", "H", "H", "H", "H", "H", "H", "H", "H", "H", "H", "H", "O", "C", "O", "H"],
  "positions_angstrom": [[-0.76, 0.88, -3.35], [-0.93, 0.53, -1.99], [-0.03, 1.03, -1.06], [0.83, 1.99, -1.40], [0.84, 2.53, -2.68], [0.07, 1.93, -3.69], [-1.96, -0.25, -1.46], [-2.11, -0.48, 0.27], [-0.02, 0.16, 1.02], [1.92, 1.36, 1.10], [1.72, 2.55, -0.29], [-0.71, -3.31, -3.83], [0.93, -5.30, 0.62], [-1.36, 0.34, -4.08], [1.47, 3.42, -2.84], [0.10, 2.33, -4.69], [-3.57, 0.56, 0.65], [-2.55, -2.16, 0.76], [2.70, 2.85, -0.68], [1.21, 3.43, 0.14], [-1.27, -3.66, -3.10], [-2.61, -0.75, -2.21], [2.18, 2.25, 2.63], [3.47, 0.47, 0.68], [0.88, -0.37, -0.17], [0.52, -5.00, 1.47], [0.67, -4.68, -0.04], [0.17, -3.58, -3.66], [-1.24, 1.10, 1.33], [1.40, -0.64, 0.58], [-4.41, 0.15, 0.06], [-3.79, 0.54, 1.73], [-3.34, 1.58, 0.32], [-3.38, -2.53, 0.15], [-1.70, -2.85, 0.65], [-2.85, -2.16, 1.81], [4.32, 1.15, 0.58], [3.68, -0.25, 1.47], [3.37, -0.09, -0.25], [3.06, 2.90, 2.55], [1.28, 2.84, 2.84], [2.32, 1.51, 3.43], [-0.27, 0.67, 3.66], [-0.13, -0.58, 3.68], [0.00, -1.31, 2.63], [-0.12, -1.11, 4.66]],
  "multiplicity": 5,
  "orbital_gap_ev": [4.286, 7.254],
  "relative_energy_kj_mol": 71.2,
  "energy_ev": -43956.113
}

=====

[5]
{
  "formula": "C28H30BiF12N3O2S3",
  "method": "ωB97M-V with the def2-TZVPD basis set",
  "symbols": ["Bi", "C", "N", "C", "C", "C", "N", "C", "C", "F", "C", "F", "C", "C", "F", "C", "F", "H", "H", "H", "H", "H", "H", "H", "H", "H", "H", "H", "F", "C", "F", "F", "C", "C", "C", "C", "N", "C", "S", "H", "H", "H", "C", "C", "O", "C", "C", "H", "H", "H", "H", "H", "H", "H", "H", "H", "H", "C", "S", "C", "O", "H", "H", "H", "H", "H", "H", "F", "C", "C", "F", "C", "F", "C", "S", "C", "F", "C", "F"],
  "positions_angstrom": [[0.47, 0.39, 0.59], [3.71, 1.66, 1.13], [3.21, 0.64, 0.20], [3.91, -0.62, 0.42], [3.32, 1.07, -1.20], [2.17, 0.51, -2.02], [0.91, 1.02, -1.52], [0.05, 1.71, -2.32], [-0.90, 2.57, -1.72], [-0.84, 2.72, -0.38], [-1.88, 3.24, -2.42], [-2.74, 4.00, -1.73], [-1.97, 3.15, -3.79], [-1.03, 2.35, -4.42], [-1.06, 2.22, -5.75], [-0.05, 1.66, -3.73], [0.79, 0.92, -4.47], [4.78, 1.85, 0.99], [3.53, 1.34, 2.15], [3.17, 2.59, 0.97], [5.00, -0.50, 0.28], [3.55, -1.38, -0.27], [3.72, -0.98, 1.43], [4.29, 0.77, -1.62], [3.27, 2.16, -1.23], [2.19, -0.59, -1.99], [2.33, 0.78, -3.06], [-2.73, 3.67, -4.35], [-4.93, 1.13, 2.51], [-4.91, -0.07, 1.89], [-6.17, -0.31, 1.47], [-4.63, -0.99, 2.82], [-3.94, -0.11, 0.74], [-4.40, -0.38, -0.53], [-3.51, -0.46, -1.60], [-2.18, -0.25, -1.34], [-1.74, 0.06, -0.12], [-2.56, 0.11, 0.96], [-1.81, 0.41, 2.47], [-5.46, -0.55, -0.69], [-3.84, -0.70, -2.60], [-1.42, -0.35, -2.11], [0.42, 3.89, 2.37], [0.91, 3.27, 3.66], [1.23, 1.91, 3.41], [1.53, 1.20, 4.61], [1.68, -0.26, 4.26], [0.22, 4.95, 2.52], [-0.50, 3.41, 2.05], [1.17, 3.80, 1.58], [0.14, 3.33, 4.43], [1.80, 3.79, 4.04], [0.72, 1.35, 5.33], [2.45, 1.61, 5.05], [0.75, -0.62, 3.83], [1.90, -0.85, 5.15], [2.49, -0.41, 3.55], [0.16, -2.00, -6.02], [0.67, -2.12, -4.30], [0.41, -3.89, -4.11], [-0.39, -1.47, -3.50], [-0.86, -2.37, -6.11], [0.84, -2.57, -6.65], [0.19, -0.94, -6.28], [-0.63, -4.11, -4.35], [0.61, -4.12, -3.07], [1.08, -4.44, -4.76], [-2.01, -4.15, 4.69], [-1.39, -3.70, 3.60], [-2.09, -3.52, 2.42], [-3.39, -3.80, 2.37], [-1.43, -3.06, 1.30], [-2.14, -2.91, 0.18], [-0.07, -2.76, 1.31], [0.75, -2.09, -0.11], [0.61, -2.99, 2.50], [1.93, -2.76, 2.58], [-0.03, -3.44, 3.64], [0.65, -3.63, 4.77]],
  "orbital_gap_ev": 7.803,
  "relative_energy_kj_mol": 0.0,
  "energy_ev": -109042.658
}

=====

[6]
{
  "formula": "C4H8N2S",
  "method": "ωB97M-V with the def2-TZVPD basis set",
  "symbols": ["C", "C", "C", "C", "H", "H", "H", "H", "H", "H", "H", "H", "N", "N", "S"],
  "positions_angstrom": [[1.56, 1.28, -0.45], [-0.84, 0.30, 0.49], [-1.96, 0.68, 1.15], [-0.18, -1.00, 0.79], [1.86, 1.67, 0.59], [1.94, 0.25, -0.54], [2.04, 1.87, -1.17], [-2.41, 1.61, 1.01], [-2.43, 0.06, 1.89], [-0.02, -1.18, 1.90], [0.64, -2.34, -1.87], [-0.19, -0.88, -1.70], [0.24, -1.88, 0.00], [-0.03, -1.82, -1.33], [-0.21, 1.38, -0.77]],
  "orbital_gap_ev": 9.309,
  "smiles": "C=C(/C=N\\N)SC",
  "relative_energy_kj_mol": 248.2,
  "energy_ev": -18091.170
}